# C2H6N3S2

2 unconnected molecules or ions with the total composition C2H6N3S2 at a distorted geometry (ωB97M-V/def2-TZVPD, OMol25).

Summary:
- Multiplicity: 1
- Net charge: +1
- Lowest unoccupied orbital energy (alpha / beta): -5.94 / -5.94 eV
- HOMO energy (alpha / beta): -12.037 / -12.037 eV
- Gap between HOMO and LUMO (alpha / beta): 6.1 / 6.1 eV

Element x y z (Å)
C (0.9861, 0.0792, -0.0888)
C (-1.3623, 0.6312, 0.0298)
N (1.8569, -0.9126, -0.1701)
N (1.3678, 1.3382, -0.0137)
N (-0.3484, -0.2308, -0.0672)
S (-1.6997, 2.1603, 0.1085)
S (-3.3341, -1.5932, -0.0689)
H (2.8516, -0.7428, -0.1935)
H (1.5603, -1.8761, -0.2319)
H (2.3403, 1.6030, -0.0364)
H (0.6718, 2.0748, 0.0313)
H (-0.6218, -1.2119, -0.1286)
H (-4.2687, -1.3193, 0.8296)

---

# C22H66O11S11

11 unconnected molecules or ions with the total composition C22H66O11S11 at a distorted geometry (ωB97M-V/def2-TZVPD, OMol25).

Summary:
- Multiplicity: 1
- Lowest unoccupied orbital energy: -0.02 eV
- HOMO energy: -8.180 eV
- Gap between HOMO and LUMO: 8.2 eV

Element x y z (Å)
C (2.2241, -3.3157, -2.0324)
S (1.3659, -2.4270, -3.2546)
O (2.0692, -2.5299, -4.5085)
C (-0.0035, -3.5120, -3.3928)
H (1.7407, -3.5901, -1.0400)
H (3.2619, -2.8351, -1.8884)
H (2.2165, -4.3099, -2.4120)
H (-0.5484, -3.1345, -3.9303)
H (-0.5242, -3.4509, -2.4007)
H (0.3529, -4.5629, -3.4498)
C (-2.1679, 6.1214, -0.4920)
S (-1.2996, 4.7798, -1.4369)
O (-2.2464, 3.6404, -1.6985)
C (-1.4669, 5.6659, -3.0339)
H (-2.3201, 5.8066, 0.4881)
H (-2.9823, 6.5525, -1.0582)
H (-1.5586, 6.9347, -0.4334)
H (-2.4281, 5.9037, -3.2457)
H (-0.9755, 5.1983, -3.8034)
H (-0.9019, 6.5849, -2.9266)
C (-6.1568, -0.7311, 3.4554)
S (-4.7056, -0.1398, 4.3384)
O (-4.0771, -1.5183, 4.5750)
C (-3.8230, 0.3842, 2.9337)
H (-5.8618, -1.3694, 2.5363)
H (-6.4980, 0.2661, 3.1091)
H (-6.8093, -1.2364, 4.2223)
H (-2.9126, 0.6825, 3.3364)
H (-4.5212, 1.0657, 2.1603)
H (-3.6024, -0.2889, 2.2574)
C (1.0061, 0.3732, 4.2638)
S (2.4413, -0.2667, 3.4562)
O (2.9879, 1.0200, 2.8067)
C (3.4773, -0.4600, 4.9519)
H (0.8113, -0.1336, 5.2338)
H (0.2339, 0.0808, 3.5760)
H (1.2829, 1.3514, 4.6895)
H (4.4112, -0.8974, 4.5265)
H (3.1793, -1.2303, 5.5940)
H (3.6324, 0.3634, 5.5444)
C (4.1021, 3.1710, -4.9394)
S (2.7751, 2.0765, -5.6548)
O (3.5025, 0.8079, -5.8455)
C (1.8322, 1.9332, -4.1073)
H (3.8158, 4.0600, -4.2913)
H (4.7376, 3.5230, -5.8361)
H (4.7197, 2.4769, -4.2630)
H (1.0613, 1.0274, -4.2088)
H (1.3155, 2.8131, -3.9786)
H (2.3857, 1.7353, -3.2917)
C (-5.2545, 2.0238, -0.5331)
S (-5.3541, 3.4552, -1.4951)
O (-6.7050, 3.3806, -2.1649)
C (-5.5700, 4.6396, -0.2350)
H (-6.0941, 1.8341, 0.3555)
H (-4.1764, 1.8930, -0.3029)
H (-5.5173, 1.2046, -1.0642)
H (-6.4024, 4.1795, 0.3418)
H (-5.7434, 5.5617, -0.7246)
H (-4.7219, 4.4518, 0.4939)
C (-0.9083, -4.7742, 2.9358)
S (-1.6118, -3.2265, 3.2432)
O (-0.4155, -2.2617, 3.5218)
C (-2.0115, -3.0051, 1.6277)
H (-1.6728, -5.4934, 2.7009)
H (-0.4434, -5.0913, 3.8472)
H (-0.2038, -4.8024, 2.2852)
H (-2.2770, -2.1166, 1.2399)
H (-3.0369, -3.4844, 1.3358)
H (-1.3792, -3.3066, 0.8174)
C (5.2666, 1.0793, -0.1945)
S (6.3079, 0.2617, 0.9772)
O (7.7058, 0.3193, 0.3012)
C (6.4433, 1.4896, 2.2029)
H (5.5701, 2.0546, -0.9089)
H (4.4932, 1.4077, 0.3168)
H (5.0976, 0.2756, -0.9248)
H (6.6082, 0.9263, 3.1934)
H (5.5314, 1.6931, 2.5267)
H (7.1589, 2.3333, 1.9422)
C (-3.5471, -0.6902, -2.5190)
S (-3.3945, -2.4196, -1.9544)
O (-4.6031, -2.5003, -1.0568)
C (-3.9499, -3.1891, -3.4343)
H (-3.1219, -0.7120, -3.4356)
H (-2.8563, -0.1312, -1.6902)
H (-4.6692, -0.4273, -2.5238)
H (-4.3709, -2.6269, -4.2482)
H (-4.7525, -3.9693, -3.0805)
H (-3.0871, -3.8250, -3.9061)
C (-0.9196, 1.1172, -0.0263)
S (-0.0457, -0.4804, 0.1123)
O (-0.5565, -1.3547, -1.0581)
C (1.5363, 0.1678, -0.4997)
H (-0.3984, 1.7307, 0.2434)
H (-1.9603, 1.0422, 0.4627)
H (-1.1104, 1.2377, -1.0391)
H (1.5782, 0.2623, -1.7075)
H (2.4233, -0.5758, -0.2637)
H (1.8355, 1.2326, 0.0788)
C (3.5341, -4.1344, 1.7081)
S (4.8429, -3.3861, 0.8194)
O (4.3523, -2.0060, 0.4890)
C (5.8654, -3.1561, 2.2758)
H (3.8759, -5.0667, 2.2019)
H (2.7028, -4.3709, 1.2472)
H (3.1493, -3.3353, 2.4813)
H (6.7967, -2.6297, 2.0540)
H (6.2654, -4.1907, 2.2944)
H (5.3508, -2.9750, 3.1155)

---

# C6H11N

C6H11N in the gas phase at a distorted geometry (ωB97M-V/def2-TZVPD, OMol25).

Summary:
- Multiplicity: 1
- SMILES string: C=C/C=C(\C)NC
- Lowest unoccupied orbital energy: 0.93 eV
- HOMO energy: -7.096 eV
- Gap between HOMO and LUMO: 8.0 eV

Element x y z (Å)
C (2.3413, -1.6556, -1.8186)
C (1.2636, -1.3957, -1.0650)
C (1.0355, -0.1998, -0.2905)
C (-0.1607, 0.2018, 0.1991)
C (-1.2885, -0.7828, 0.3773)
N (-0.3517, 1.5083, 0.5653)
C (-1.4237, 2.0383, 1.3853)
H (2.5677, -2.6600, -2.1382)
H (3.0782, -0.8806, -1.9967)
H (0.5128, -2.1829, -1.0516)
H (1.8133, 0.5517, -0.4070)
H (-0.8607, -1.7493, 0.6367)
H (-1.8259, -0.9456, -0.5588)
H (-1.9683, -0.4909, 1.1704)
H (0.2872, 2.1429, 0.1189)
H (-1.7224, 1.2805, 2.1056)
H (-1.0250, 2.8539, 1.9847)
H (-2.2726, 2.3658, 0.7831)

---

# H16O8

8 unconnected molecules or ions with the total composition H16O8 (ωB97M-V/def2-TZVPD, OMol25).

Summary:
- Multiplicity: 1
- SMILES string: O.O.O.O.O.O.O.O
- Lowest unoccupied orbital energy: -0.51 eV
- HOMO energy: -11.506 eV
- Gap between HOMO and LUMO: 11.0 eV

Element x y z (Å)
O (0.9221, 0.8097, 1.1175)
H (1.5133, 1.2010, 0.4646)
H (1.2071, -0.1095, 1.1710)
O (-0.4407, 3.1843, 0.5469)
H (-0.3569, 2.6271, -0.2351)
H (-1.2626, 3.6670, 0.4039)
O (-1.7969, 2.4780, -2.3385)
H (-1.5455, 2.6795, -1.4301)
H (-1.6440, 1.5298, -2.4193)
O (-0.9145, -3.3049, -0.0590)
H (-0.5029, -4.1524, 0.1443)
H (-0.4217, -2.6710, 0.4742)
O (6.6240, -0.0705, 0.7823)
H (5.6860, -0.0351, 0.5631)
H (7.0572, 0.3410, 0.0260)
O (1.9032, -1.4158, -1.6033)
H (1.5870, -0.6980, -2.1635)
H (1.6616, -1.1412, -0.7115)
O (-3.4184, -0.4353, 3.2307)
H (-3.8272, -0.0210, 3.9990)
H (-3.0739, 0.3060, 2.7201)
O (-2.9213, -1.4602, -1.6808)
H (-2.2018, -1.0774, -1.1660)
H (-3.5347, -0.7276, -1.8073)

---

# C5H13NO2

C5H13NO2 in the gas phase at a distorted geometry (ωB97M-V/def2-TZVPD, OMol25).

Summary:
- Multiplicity: 1
- SMILES string: CCNC(CO)CO
- Lowest unoccupied orbital energy: 0.83 eV
- HOMO energy: -8.511 eV
- Gap between HOMO and LUMO: 9.3 eV

Element x y z (Å)
C (-0.8170, 0.2434, 2.9109)
C (0.4893, 0.3290, 2.0953)
N (0.3018, 0.9642, 0.8014)
C (0.0643, 0.0695, -0.3050)
C (1.3857, -0.4119, -0.9609)
O (1.2651, -1.7040, -1.5510)
C (-0.8556, 0.6675, -1.3451)
O (-1.7760, -0.3770, -1.7279)
H (-0.9717, -0.7667, 3.2946)
H (-1.6382, 0.4388, 2.2313)
H (-0.7938, 0.9568, 3.7359)
H (1.2782, 0.8772, 2.6119)
H (0.8706, -0.6833, 1.9657)
H (0.9245, 1.7384, 0.6436)
H (-0.3493, -0.8588, 0.0592)
H (2.1875, -0.5581, -0.2370)
H (1.6731, 0.3347, -1.7160)
H (0.5251, -1.7157, -2.1755)
H (-1.4455, 1.4654, -0.8832)
H (-0.3526, 1.0344, -2.2425)
H (-2.4541, -0.0634, -2.3377)

---

Looking at ΔE to the lowest compared entry with this formula, charge and spin for the records above, in order, we have 259.96, 1421.69, 143.57, 332.90, 197.02 kJ/mol.